Density functional theory data (the ωB97M-V functional and the def2-TZVPD basis) for a 2-piece molecular cluster, C3H9ClSSi overall at a distorted geometry.

## Properties
HOMO energy (alpha / beta): -7.335 / -7.800 eV
Orbital gap (alpha / beta): 6.40 / 7.89 eV
DFT total energy: -34489.184 eV
ΔE to the lowest compared entry with this formula, charge and spin: 3.8668 eV
Molecular weight: 140.71 Da

Cartesian coordinates (Å):
C 1.330 1.236 -0.242
C 0.788 0.893 1.103
C 0.190 -1.509 -0.288
Si -3.202 -0.872 -1.145
S 0.684 -0.979 1.207
Cl -3.068 0.519 0.326
H 0.468 0.998 -0.956
H 1.509 2.323 -0.331
H 2.254 0.640 -0.447
H -0.258 1.366 1.242
H 1.413 1.258 1.928
H -0.747 -1.101 -0.783
H 0.110 -2.596 -0.252
H -3.090 -0.089 -2.334
H -4.256 -1.674 -0.758